{"formula": "C23H35CaCl2F2IKN3O2", "method": "ωB97M-V/def2-TZVPD", "e_lumo_ev": -2.63, "fmax_ha_per_bohr": 0.0484, "homo_lumo_gap_ev": 3.33, "spin_multiplicity": 1, "energy_ev": -106323.37346, "symbols": ["C", "C", "C", "C", "C", "C", "C", "C", "N", "C", "C", "N", "C", "C", "C", "O", "I", "C", "H", "H", "H", "H", "H", "H", "H", "H", "H", "H", "H", "H", "H", "H", "H", "H", "H", "H", "H", "H", "C", "C", "O", "C", "C", "H", "H", "H", "H", "H", "H", "H", "H", "H", "H", "N", "C", "C", "C", "C", "C", "H", "H", "H", "H", "H", "F", "K", "Cl", "Ca", "F", "Cl"], "positions_angstrom": [[0.8089, 2.3382, 0.9364], [0.2641, 1.9562, -0.4046], [-1.1174, 1.9531, -0.5540], [-1.6550, 1.5573, -1.7471], [-0.8981, 1.1503, -2.8332], [0.4790, 1.1546, -2.7058], [1.0427, 1.5645, -1.4853], [2.5285, 1.5518, -1.2780], [2.8546, 0.2988, -0.4911], [3.7852, 0.5532, 0.6456], [4.1079, -0.7890, 1.3704], [3.2490, -1.8999, 0.9357], [3.2986, -2.1055, -0.5037], [2.0590, -2.8492, -1.0698], [1.1631, -3.5655, -0.0670], [-0.0195, -3.4157, -0.1212], [1.9280, -4.8880, 1.4340], [3.4742, -0.7665, -1.2935], [1.1040, 1.4239, 1.4806], [0.0148, 2.8272, 1.5905], [1.6807, 2.9965, 0.8965], [-1.7029, 2.2478, 0.3084], [-2.7312, 1.5783, -1.7594], [-1.3572, 0.8219, -3.7577], [1.1094, 0.8256, -3.5247], [3.0059, 1.5322, -2.2573], [2.8719, 2.4335, -0.7461], [1.9654, 0.0086, -0.0719], [3.4045, 1.3235, 1.3090], [4.7248, 0.9271, 0.2355], [3.8503, -0.6367, 2.4191], [5.1639, -1.0486, 1.3326], [2.3193, -1.6129, 1.2353], [4.1885, -2.6865, -0.7566], [1.4205, -2.1432, -1.6061], [2.3982, -3.5780, -1.8077], [4.5439, -0.5778, -1.3666], [3.0619, -0.8400, -2.2960], [1.1664, -1.0003, 5.1671], [1.0595, 0.2981, 4.3790], [-0.2574, 0.7290, 4.1472], [-1.0392, 1.0167, 5.2904], [-0.4723, 2.1284, 6.1527], [0.5798, -1.7888, 4.6932], [2.2069, -1.3262, 5.2262], [0.7973, -0.8813, 6.1869], [1.4975, 0.1475, 3.3858], [1.6422, 1.0931, 4.8624], [-1.1997, 0.1031, 5.8806], [-2.0150, 1.3257, 4.9179], [0.4839, 1.8473, 6.6031], [-1.1633, 2.3672, 6.9632], [-0.3104, 3.0197, 5.5453], [-3.9096, -0.3237, -5.8150], [-4.8439, 0.2873, -5.0940], [-6.2090, 0.0693, -5.3123], [-6.5899, -0.8161, -6.2995], [-5.6136, -1.4689, -7.0402], [-4.2936, -1.1888, -6.7554], [-4.4606, 0.9774, -4.3685], [-6.9543, 0.5794, -4.7243], [-7.6392, -1.0032, -6.4898], [-5.8740, -2.1728, -7.8188], [-3.4912, -1.6682, -7.3053], [1.1103, -5.1183, 4.1172], [0.0676, -6.8549, 3.9963], [-5.6661, 0.1743, -2.5024], [-5.1470, 2.0717, -1.1161], [-0.6933, 4.0829, -1.3369], [-1.1583, 3.6724, 2.8388]], "lowdin_charge": [-0.10, -0.24, -0.08, -0.13, -0.08, -0.05, -0.20, -0.05, -0.07, -0.09, -0.14, -0.04, -0.32, -0.13, -0.83, 0.00, 1.00, -0.07, 0.06, -0.14, 0.08, 0.08, 0.00, 0.10, 0.10, 0.13, 0.13, 0.17, 0.12, 0.13, 0.12, 0.12, 0.11, 0.14, 0.12, 0.13, 0.14, 0.13, -0.07, -0.30, -0.19, -0.30, -0.10, 0.08, 0.07, 0.07, 0.08, 0.11, 0.10, 0.10, 0.06, 0.07, 0.04, 0.06, -0.28, -0.17, -0.08, -0.08, -0.16, 0.02, 0.06, 0.10, 0.10, 0.10, -0.99, 0.84, -0.09, 1.32, -0.60, -0.31]}


{"formula": "C2HCl3N", "method": "ωB97M-V/def2-TZVPD", "e_lumo_ev": -6.24, "fmax_ha_per_bohr": 0.0804, "homo_lumo_gap_ev": 10.16, "spin_multiplicity": 1, "energy_ev": -41137.49778, "charge": 1, "symbols": ["Cl", "C", "N", "C", "Cl", "Cl", "H"], "positions_angstrom": [[-0.3763, 2.3765, -0.1758], [0.0121, 0.6901, 0.3532], [0.2782, -0.0043, 1.4656], [0.4439, -0.8462, 2.4339], [-0.8979, -1.4694, 3.2005], [1.9997, -1.2469, 2.9889], [0.2179, 0.3119, -0.6286]], "lowdin_charge": [0.71, -0.33, 0.03, -1.15, 0.85, 0.82, 0.07]}


{"formula": "HN2O3", "method": "ωB97M-V/def2-TZVPD", "e_lumo_ev": [-8.13, -8.13], "fmax_ha_per_bohr": 0.1385, "homo_lumo_gap_ev": [9.65, 9.65], "spin_multiplicity": 1, "energy_ev": -9120.85543, "charge": 1, "symbols": ["N", "N", "O", "O", "O", "H"], "positions_angstrom": [[0.4196, 0.1570, 0.9337], [-0.2965, -0.2786, -0.7745], [-0.6854, -0.7942, -1.8474], [-0.8064, -0.2721, 0.4646], [0.8690, 0.2425, -0.3696], [0.4997, 0.9454, 1.5932]], "lowdin_charge": [0.15, -0.13, 0.29, 0.23, 0.23, 0.22]}


{"formula": "C19H41NO8", "method": "ωB97M-V/def2-TZVPD", "e_lumo_ev": 0.59, "fmax_ha_per_bohr": 0.1779, "homo_lumo_gap_ev": 9.41, "spin_multiplicity": 1, "energy_ev": -38229.95602, "symbols": ["C", "C", "C", "N", "C", "C", "C", "C", "O", "O", "H", "H", "H", "H", "H", "H", "H", "H", "H", "H", "H", "H", "H", "C", "O", "C", "C", "O", "C", "C", "O", "C", "H", "H", "H", "H", "H", "H", "H", "H", "H", "H", "H", "H", "H", "H", "C", "O", "C", "C", "O", "C", "C", "O", "C", "H", "H", "H", "H", "H", "H", "H", "H", "H", "H", "H", "H", "H", "H"], "positions_angstrom": [[-3.9879, -3.7282, 2.9926], [-5.4262, -2.9930, 3.2750], [-5.7089, -1.6830, 2.2746], [-6.7885, -1.9609, 1.2537], [-6.2804, -2.6725, 0.0230], [-6.5016, -4.3071, -0.1266], [-5.5186, -4.7736, -1.3726], [-4.5207, -3.4392, -1.5167], [-3.5925, -3.2978, -2.4758], [-4.8799, -2.5373, -0.4021], [-3.4474, -3.8621, 4.0451], [-3.2652, -3.1526, 2.2744], [-4.2480, -4.8267, 2.6053], [-6.3535, -3.7011, 3.1206], [-5.4723, -2.5996, 4.4006], [-6.1546, -0.8512, 3.0060], [-4.7198, -1.2256, 1.8449], [-7.3720, -1.1242, 1.0355], [-6.8629, -2.1561, -0.8813], [-5.9626, -4.6967, 0.8471], [-7.6628, -4.4845, -0.2432], [-4.8069, -5.5700, -0.8944], [-6.1085, -5.0187, -2.3531], [2.2241, 1.8046, -2.4546], [0.8124, 1.9302, -2.5268], [0.3823, 2.4778, -3.7765], [-1.0636, 2.0732, -4.0696], [-1.1852, 0.7324, -4.5580], [-0.9963, -0.3069, -3.5847], [-2.1685, -0.4286, -2.6062], [-2.0702, 0.5732, -1.5907], [-3.3225, 0.8461, -0.9825], [2.7012, 2.7858, -2.5308], [2.4782, 1.3584, -1.4902], [2.5893, 1.1416, -3.2460], [1.0287, 2.1279, -4.5922], [0.4553, 3.5671, -3.7028], [-1.4340, 2.7118, -4.8800], [-1.7170, 2.2439, -3.2131], [-0.0406, -0.1953, -3.0716], [-0.9413, -1.2362, -4.1619], [-2.1313, -1.4037, -2.1090], [-3.1124, -0.3327, -3.1508], [-4.0350, 1.2109, -1.7290], [-3.1749, 1.6315, -0.2365], [-3.7101, -0.0474, -0.4886], [9.3465, 1.8476, 1.3903], [7.9467, 1.8323, 1.1573], [7.3933, 0.5188, 1.2801], [5.9010, 0.5946, 1.6076], [5.6409, 0.8873, 2.9852], [5.8919, 2.2410, 3.3947], [4.8488, 3.2287, 2.8629], [5.1333, 3.5624, 1.5020], [3.9865, 4.0361, 0.8141], [9.8658, 1.2342, 0.6486], [9.6952, 2.8797, 1.3068], [9.5690, 1.4914, 2.4017], [7.9093, -0.0433, 2.0696], [7.5379, 0.0084, 0.3231], [5.4678, -0.3976, 1.4351], [5.3729, 1.2854, 0.9490], [6.9100, 2.5436, 3.1476], [5.8191, 2.2300, 4.4876], [4.8926, 4.1562, 3.4437], [3.8503, 2.7904, 2.9507], [3.2070, 3.2678, 0.8028], [4.2730, 4.2495, -0.2191], [3.6140, 4.9519, 1.2780]], "lowdin_charge": [-0.15, -0.23, -0.22, -0.04, -0.31, -0.11, -0.06, -0.21, -0.01, -0.09, 0.08, 0.08, 0.07, 0.10, 0.11, 0.13, 0.11, 0.11, 0.17, 0.10, 0.13, 0.13, 0.13, -0.11, -0.21, -0.19, -0.18, -0.14, -0.16, -0.19, -0.21, -0.10, 0.08, 0.08, 0.09, 0.13, 0.12, 0.12, 0.12, 0.12, 0.13, 0.11, 0.13, 0.09, 0.09, 0.07, -0.11, -0.21, -0.19, -0.17, -0.14, -0.17, -0.19, -0.21, -0.11, 0.09, 0.09, 0.09, 0.13, 0.12, 0.13, 0.12, 0.12, 0.12, 0.12, 0.13, 0.08, 0.09, 0.09]}


{"formula": "C20H19NO2", "method": "ωB97M-V/def2-TZVPD", "e_lumo_ev": 0.19, "fmax_ha_per_bohr": 0.0799, "homo_lumo_gap_ev": 7.44, "spin_multiplicity": 1, "energy_ev": -26631.71076, "symbols": ["C", "C", "C", "N", "C", "C", "C", "C", "C", "C", "O", "C", "O", "C", "C", "C", "C", "C", "C", "C", "C", "C", "C", "H", "H", "H", "H", "H", "H", "H", "H", "H", "H", "H", "H", "H", "H", "H", "H", "H", "H", "H"], "positions_angstrom": [[4.5775, -1.4037, -4.3624], [3.4176, -1.2433, -3.6351], [3.3726, -0.4760, -2.3384], [2.2154, -0.8961, -1.5188], [2.2882, -2.0247, -0.6641], [3.2410, -3.1337, -0.9547], [1.4552, -2.1110, 0.4469], [0.4359, -1.0733, 0.7983], [0.1480, -0.1804, -0.3624], [-1.0716, 0.5506, -0.3125], [-1.8574, 0.5751, 0.8204], [-2.3605, 1.7959, 1.3153], [-2.2735, 2.8972, 0.7412], [-3.0795, 1.7980, 2.5815], [-3.2846, 2.9993, 3.2877], [-4.0658, 3.0258, 4.4560], [-4.6279, 1.8205, 4.9557], [-4.2884, 0.5883, 4.3341], [-3.5123, 0.6038, 3.1476], [-1.4693, 1.2046, -1.4740], [-0.6750, 1.2017, -2.6399], [0.5741, 0.6047, -2.6390], [0.9957, -0.1705, -1.5357], [5.5346, -0.9833, -4.0537], [4.6441, -2.0258, -5.2438], [2.5185, -1.6559, -4.0351], [3.3297, 0.6174, -2.5279], [4.3071, -0.6324, -1.8566], [3.0130, -3.5060, -1.9575], [3.0583, -3.9337, -0.2793], [4.2943, -2.8422, -0.8147], [1.5277, -2.9943, 1.0375], [-0.4918, -1.5694, 1.1370], [0.8673, -0.4995, 1.6150], [-2.8897, 3.9380, 2.9168], [-4.3102, 3.9894, 4.9546], [-5.3065, 1.7968, 5.8224], [-4.6523, -0.3462, 4.7528], [-3.3352, -0.3105, 2.5895], [-2.4149, 1.7264, -1.4983], [-1.0412, 1.7210, -3.5064], [1.1917, 0.5571, -3.4999]], "lowdin_charge": [0.01, -0.15, -0.16, -0.04, -0.26, -0.04, -0.04, -0.14, -0.06, -0.20, 0.06, -0.32, 0.09, -0.16, -0.01, -0.07, -0.07, -0.06, -0.01, -0.01, -0.06, -0.03, -0.12, 0.05, 0.04, 0.09, 0.14, 0.10, 0.09, 0.06, 0.09, 0.09, 0.12, 0.12, 0.12, 0.11, 0.10, 0.10, 0.11, 0.11, 0.10, 0.09]}


{"formula": "C5H13N", "method": "ωB97M-V/def2-TZVPD", "e_lumo_ev": 1.16, "fmax_ha_per_bohr": 0.0721, "homo_lumo_gap_ev": 9.38, "spin_multiplicity": 1, "energy_ev": -6883.83260, "symbols": ["C", "C", "N", "C", "C", "C", "H", "H", "H", "H", "H", "H", "H", "H", "H", "H", "H", "H", "H"], "positions_angstrom": [[1.3484, -1.0920, -1.6156], [1.6611, -0.0308, -0.5053], [0.6469, -0.1139, 0.5393], [-0.6153, 0.5167, 0.2716], [-1.6636, -0.6328, 0.1658], [-0.9046, 1.5861, 1.5217], [0.4092, -0.8075, -2.1835], [2.2130, -1.1956, -2.1928], [1.1309, -2.0171, -1.0937], [1.8782, 0.9663, -0.8606], [2.7588, -0.3163, -0.0774], [0.4915, -1.0853, 0.9229], [-0.7871, 1.3435, -0.5356], [-1.3899, -1.6213, 0.6581], [-1.7170, -1.0604, -0.8644], [-2.7613, -0.2740, 0.4552], [-1.0237, 2.5913, 1.1551], [0.0071, 1.7818, 2.0257], [-1.6827, 1.4614, 2.2136]], "lowdin_charge": [-0.10, -0.28, -0.11, -0.41, -0.10, -0.06, 0.08, 0.03, 0.06, 0.09, 0.14, 0.12, 0.16, 0.08, 0.06, 0.11, 0.04, 0.04, 0.03]}


{"formula": "C8H32InO25P2", "method": "ωB97M-V/def2-TZVPD", "e_lumo_ev": 7.90, "fmax_ha_per_bohr": 0.0538, "homo_lumo_gap_ev": 1.00, "spin_multiplicity": 1, "energy_ev": -83740.27894, "charge": -5, "symbols": ["In", "C", "C", "C", "O", "C", "C", "C", "O", "O", "O", "H", "H", "P", "O", "O", "O", "O", "P", "O", "O", "O", "O", "O", "H", "H", "O", "H", "H", "O", "H", "H", "O", "H", "H", "O", "H", "H", "O", "H", "H", "O", "H", "H", "O", "H", "H", "O", "H", "H", "O", "H", "H", "O", "H", "H", "C", "O", "H", "H", "H", "H", "C", "O", "H", "H", "H", "H"], "positions_angstrom": [[-4.4016, 2.0987, -2.3801], [0.5470, 0.5993, -0.9983], [1.3257, -0.2395, -0.2190], [0.7078, -0.9997, 0.9336], [1.4946, -1.7190, 1.6901], [-0.6595, -1.0262, 1.1529], [-1.5329, -0.1869, 0.2986], [-0.8649, 0.7583, -0.7511], [-1.5460, 1.4806, -1.4851], [-2.7240, -0.1710, 0.4346], [2.5106, -0.5334, -0.6882], [0.8486, 1.0233, -1.9426], [-1.1088, -1.7420, 1.8239], [-7.4288, 2.1498, -0.9424], [-7.0022, 3.1613, -2.0639], [-7.6855, 3.1823, 0.1943], [-6.2301, 1.2669, -0.5492], [-8.6598, 1.3695, -1.4199], [-4.2079, 4.8741, -0.0794], [-4.8162, 4.9246, -1.5082], [-5.3186, 5.0652, 0.9551], [-3.0819, 5.9188, 0.0126], [-3.6480, 3.4297, 0.0916], [-0.1600, 3.7526, -0.4300], [0.7696, 3.5877, -0.2512], [-0.5187, 2.8993, -0.7366], [-1.5883, -0.4296, 4.0848], [-1.1481, -0.8615, 4.8213], [-0.8669, -0.0360, 3.5818], [-3.8343, -2.1190, 3.0243], [-3.2473, -2.1937, 2.2632], [-4.0719, -3.0225, 3.2512], [2.0535, -4.4208, 1.2814], [2.5299, -4.2673, 0.4502], [1.9670, -3.4999, 1.6185], [-2.7890, -0.1647, -3.6131], [-2.1957, -0.6101, -2.9941], [-2.9794, -0.8143, -4.2992], [-0.2549, -5.2938, 2.8864], [0.6741, -5.2400, 3.1280], [-0.2640, -4.9911, 1.9630], [-1.8126, 4.4022, -2.4553], [-1.2900, 4.3478, -1.6316], [-1.1532, 4.4099, -3.1576], [1.0047, -1.6366, 4.3423], [0.9406, -2.0664, 3.4647], [1.7739, -1.0662, 4.2675], [2.4662, 2.6315, -2.9640], [2.2869, 1.7648, -2.5710], [2.7095, 2.4367, -3.8729], [-0.2816, -4.0771, -0.3139], [0.6830, -4.1168, -0.1957], [-0.5331, -3.2301, 0.0956], [2.9805, -2.9511, -0.8885], [3.4566, -2.9482, -1.7225], [2.7275, -1.9877, -0.7170], [6.2612, -0.5959, -2.1653], [5.0504, -0.0368, -2.6279], [6.2000, -1.6901, -2.0833], [7.0879, -0.3859, -2.8461], [6.5041, -0.1866, -1.1788], [4.3776, -0.1706, -1.9374], [4.7907, 0.3156, 1.4890], [4.4457, -0.9661, 1.8897], [5.1947, 1.0188, 2.2328], [5.5895, 0.3473, 0.7264], [3.9287, 0.8710, 1.0984], [4.0172, -1.3929, 1.1329]], "lowdin_charge": [0.88, 0.01, -0.30, -0.34, -0.16, -0.01, -0.32, -0.32, -0.04, 0.13, -0.14, 0.09, 0.09, -0.17, -0.41, -0.34, -0.50, -0.51, -0.14, -0.34, -0.32, -0.45, -0.40, -0.05, 0.03, 0.01, -0.07, 0.00, 0.02, -0.05, 0.01, 0.01, -0.12, 0.00, 0.02, -0.16, 0.03, 0.02, -0.09, 0.01, 0.01, -0.12, -0.01, 0.01, -0.09, 0.01, 0.03, -0.06, 0.00, 0.02, -0.08, -0.01, 0.02, -0.11, 0.02, -0.03, -0.22, -0.13, 0.07, 0.05, 0.05, 0.05, -0.21, -0.11, 0.06, 0.05, 0.08, 0.05]}


{"formula": "C9H16N2PSV", "method": "ωB97M-V/def2-TZVPD", "e_lumo_ev": [-3.45, -3.61], "fmax_ha_per_bohr": 0.0822, "homo_lumo_gap_ev": [7.32, 7.08], "spin_multiplicity": 2, "energy_ev": -58374.24887, "charge": 1, "symbols": ["C", "C", "C", "C", "C", "V", "P", "H", "H", "H", "H", "H", "H", "H", "H", "S", "C", "N", "C", "C", "C", "N", "H", "H", "H", "H", "H", "H", "H", "H"], "positions_angstrom": [[0.2915, 0.1315, -3.6140], [-0.8238, -0.7150, -4.0094], [-0.5008, -2.0954, -3.7531], [0.8345, -2.1677, -3.2367], [1.4050, -0.8401, -3.1077], [0.4779, 0.1544, -1.2767], [-0.3035, 2.2426, -1.1959], [0.5401, 1.1406, -4.0279], [-1.6953, -0.3854, -4.5776], [-1.1221, -2.9593, -4.0020], [2.4881, -0.5411, -3.0837], [1.4058, -3.0936, -3.1953], [-1.3543, 2.6064, -0.2592], [-0.7647, 2.7718, -2.4706], [0.9070, 3.0263, -0.9101], [0.9998, -1.4184, 0.1986], [0.3674, -0.5570, 1.5602], [0.7032, 0.7097, 1.8294], [0.0157, 1.4363, 2.9108], [-0.1620, 0.4735, 4.0676], [-0.9139, -0.7783, 3.6580], [-0.3244, -1.2987, 2.4280], [1.1538, 1.2550, 1.0990], [-0.9503, 1.7909, 2.5343], [0.6461, 2.2915, 3.1770], [-0.7176, 0.9698, 4.8608], [0.8202, 0.1931, 4.4594], [-1.9759, -0.5727, 3.4726], [-0.8255, -1.5707, 4.4105], [-0.6222, -2.2001, 2.0533]], "lowdin_charge": [-0.29, -0.09, -0.09, -0.12, -0.28, 0.28, 0.66, 0.09, 0.10, 0.10, 0.11, 0.11, -0.08, -0.05, -0.06, 0.73, -0.75, 0.01, -0.14, -0.15, -0.15, 0.02, 0.09, 0.13, 0.14, 0.13, 0.13, 0.13, 0.14, 0.14]}